Record 1
The following is a quantum chemistry calculation of a 3-piece molecular cluster, C29H59IN2O5P overall, from the Open Molecules 2025 dataset.

Its largest force on an atom is 0.68 eV Å⁻¹. The expectation value of S² is 2.008. The HOMO energy (spin up / spin down) comes out at -0.3501 / -0.3981 Eh. The value obtained for the LUMO energy (spin up / spin down) is -3.54 / -3.54 eV. As for the charge: +1. Its spin multiplicity is 3. For the HOMO-LUMO gap (spin up / spin down), the calculation gives 5.989 / 7.293 eV.

Atoms and positions in Å:
C 4.49538 -2.33650 -3.11211
C 4.66095 -2.50272 -1.61936
O 5.01439 -3.51132 -1.09571
O 4.33784 -1.43180 -0.82538
C 4.70972 -0.10094 -1.19784
C 3.65476 0.85394 -0.69231
C 2.27367 0.55725 -1.26764
C 1.27256 1.65668 -0.89679
P -0.32368 1.50800 -1.70480
C -1.35374 2.93491 -1.34717
I -0.00868 1.50109 -4.04933
C -1.16499 0.01800 -1.13957
C -2.06868 -0.68426 -2.16082
C -2.95470 -1.72522 -1.47580
C -4.10484 -1.11182 -0.67246
O -5.29848 -1.22722 -1.41936
H 3.72630 -1.61053 -3.37390
H 4.24285 -3.31045 -3.52170
H 5.44024 -2.02534 -3.55935
H 5.66878 0.12432 -0.72437
H 4.83598 -0.01561 -2.28093
H 3.96171 1.86821 -0.96173
H 3.62302 0.78758 0.39782
H 1.92865 -0.40386 -0.88194
H 2.34494 0.45979 -2.35552
H 1.66977 2.64916 -1.12643
H 1.05132 1.61156 0.17737
H -1.78476 2.83334 -0.35022
H -0.75482 3.84345 -1.41330
H -2.14755 2.99508 -2.09059
H -0.40203 -0.66708 -0.76133
H -1.76212 0.36211 -0.28754
H -2.71416 0.04822 -2.65657
H -1.44414 -1.15709 -2.92011
H -3.40941 -2.34892 -2.24643
H -2.34819 -2.38627 -0.85107
H -4.20099 -1.60547 0.29718
H -3.90982 -0.04239 -0.48539
H -6.03609 -1.35602 -0.80870
C 10.57187 0.29015 2.63536
C 9.05732 0.50884 2.71619
C 8.46991 -0.13085 3.97777
C 8.49017 -1.65753 3.93941
C 7.79558 -2.19880 2.69082
C 8.29361 -1.57910 1.37692
N 8.33358 -0.08309 1.53866
O 7.22689 0.49248 1.27150
C 9.65403 -2.15216 0.97260
C 7.31002 -1.87592 0.25435
C 8.81746 2.01430 2.71433
H 11.05403 1.00593 3.30174
H 10.89191 -0.69830 2.94874
H 10.93892 0.47156 1.62491
H 7.43631 0.21184 4.08843
H 9.02600 0.24060 4.84234
H 9.51522 -2.03190 4.00103
H 7.97753 -2.04250 4.82267
H 7.92778 -3.28123 2.62081
H 6.72008 -2.01618 2.77384
H 10.06735 -1.60008 0.12715
H 9.51191 -3.18824 0.66492
H 10.38634 -2.15407 1.77262
H 6.29400 -1.61811 0.53452
H 7.33220 -2.93903 0.01322
H 7.58744 -1.30843 -0.63732
H 9.26217 2.47407 1.83041
H 9.29202 2.43998 3.59977
H 7.75916 2.25504 2.73333
C -11.01902 0.35554 -1.61632
C -10.20822 -0.20630 -0.44410
C -10.71451 0.33285 0.89645
C -10.41912 1.81662 1.09460
C -8.93290 2.12064 0.92145
C -8.32492 1.57856 -0.38020
N -8.74535 0.14279 -0.54226
O -7.98797 -0.68026 0.06662
C -8.73287 2.43178 -1.58415
C -6.80030 1.60860 -0.29801
C -10.33470 -1.72511 -0.49386
H -11.95626 -0.19811 -1.67436
H -11.27861 1.40415 -1.51195
H -10.48958 0.21818 -2.55944
H -10.23979 -0.23905 1.69953
H -11.78852 0.14145 0.95792
H -11.01679 2.42517 0.41108
H -10.72357 2.11020 2.10048
H -8.76341 3.20046 0.94320
H -8.38142 1.69465 1.76495
H -8.42369 1.95430 -2.51507
H -8.22833 3.39569 -1.51155
H -9.79666 2.63329 -1.63784
H -6.43802 1.12703 0.60731
H -6.47925 2.65252 -0.29192
H -6.35519 1.10502 -1.15722
H -10.00124 -2.10875 -1.45926
H -11.38568 -1.98672 -0.36402
H -9.75595 -2.20632 0.28808

---

Record 2
The following is a quantum chemistry calculation of C29H60InN3O5 as an isolated structure at a distorted geometry, from the Open Molecules 2025 dataset.

Its largest force on an atom is 2.68 eV Å⁻¹. The energy above the lowest of the compared OMol25 structures with the same formula, charge and spin comes out at 0.0 kJ/mol. The HOMO energy comes out at -0.4553 Eh. The value obtained for the LUMO energy is -10.94 eV. As for the charge: +2. Its spin multiplicity is 1. For the HOMO-LUMO gap, the calculation gives 1.451 eV.

Atoms and positions in Å:
In -0.71634 4.14308 2.07826
C -1.12543 -0.13157 0.75176
C -1.31297 1.31282 1.17099
O -1.26728 2.18396 0.24933
O -1.60432 1.63276 2.34106
H -0.08763 -0.31435 0.47831
H -1.85394 -0.34573 -0.02983
H -1.41041 -0.79762 1.56857
C -1.87021 -6.50141 6.24012
C -2.20747 -5.60727 5.05502
C -1.45035 -4.28131 5.20976
C -1.58986 -3.24220 4.13577
C -1.07832 -3.87367 2.83522
C -1.50735 -5.33644 2.60090
N -1.76719 -6.12943 3.79238
O -1.99942 -7.45577 3.57011
C -2.80964 -5.33566 1.74782
C -0.40673 -6.02972 1.77970
C -3.72095 -5.27177 5.04269
H -1.96256 -5.99685 7.19955
H -0.83585 -6.83310 6.11972
H -2.51641 -7.37397 6.33124
H -1.51875 -3.94841 6.25147
H -0.37069 -4.49460 5.31143
H -0.88107 -2.42957 4.33728
H -2.50533 -2.64711 4.15481
H 0.00737 -3.77007 2.78549
H -1.40475 -3.31392 1.95458
H -3.27792 -6.32469 1.76375
H -3.55155 -4.64142 2.13249
H -2.62023 -5.20379 0.68258
H 0.56877 -6.01645 2.26170
H -0.67552 -7.06901 1.56998
H -0.36980 -5.63340 0.76521
H -3.96463 -4.64298 5.89789
H -4.37833 -6.13761 4.96840
H -3.98369 -4.67842 4.16544
H -1.11159 -7.85409 3.60615
C 1.78611 5.31182 -2.82944
C 1.71800 4.94919 -1.33154
C 3.12615 4.75469 -0.77221
C 3.86422 6.09527 -0.57152
C 3.04718 7.01707 0.32151
C 1.55954 7.12802 -0.05106
N 0.97479 5.83797 -0.45229
O -0.37638 5.93498 -0.80079
C 0.84116 7.60590 1.21422
C 1.33539 8.17183 -1.16894
C 1.04258 3.56951 -1.16503
H 2.63095 5.99734 -2.92577
H 0.92527 5.88141 -3.17669
H 2.00113 4.45974 -3.46837
H 3.11742 4.33351 0.23670
H 3.61461 4.06699 -1.46184
H 4.08940 6.57955 -1.52429
H 4.79568 5.78646 -0.09643
H 3.49795 8.00375 0.40135
H 3.09359 6.56981 1.32102
H 1.21435 8.60703 1.43863
H -0.23740 7.71393 1.08934
H 1.02531 6.93997 2.05765
H 1.68684 7.82863 -2.14256
H 0.32406 8.56520 -1.24953
H 2.01378 9.00625 -0.97519
H 1.08144 3.14924 -0.16426
H 1.61206 2.91989 -1.84739
H 0.03060 3.46615 -1.56588
H -0.40756 6.49849 -1.59303
C 2.43804 -0.10529 -1.96565
C 1.56059 -0.93229 -2.92850
C 1.29389 -2.25871 -2.20163
C 0.09285 -3.02679 -2.76605
C -1.14799 -2.11176 -2.82001
C -0.84810 -0.84869 -3.63804
N 0.33722 -0.20650 -3.19891
O 0.49258 1.04295 -3.70914
C -0.82613 -1.20762 -5.16534
C -2.12154 0.03868 -3.51582
C 2.36418 -1.21609 -4.22279
H 2.13324 -0.23216 -0.92918
H 2.44807 0.95852 -2.20295
H 3.48093 -0.40526 -2.05023
H 2.14785 -2.93846 -2.24048
H 1.15831 -2.13309 -1.12147
H -0.18319 -3.96079 -2.28714
H 0.37564 -3.15978 -3.81357
H -1.46778 -1.81681 -1.81867
H -1.91764 -2.69700 -3.31863
H -0.61644 -0.33533 -5.77669
H -0.23993 -2.08628 -5.44124
H -1.81874 -1.59814 -5.40648
H -2.12379 0.73431 -4.35423
H -3.05102 -0.50913 -3.43208
H -1.98272 0.67176 -2.63019
H 2.32698 -0.35703 -4.89977
H 2.08950 -2.09002 -4.80701
H 3.42108 -1.25582 -3.96388
H 0.29407 1.68378 -2.99775